Formula: C26H23F3N4O6S
Source: the OMol25 dataset
Level of theory: ωB97M-V/def2-TZVPD

Geometry (Å):
H1 -2.406 -2.274 -1.007
H2 0.914 1.098 -4.675
H3 3.327 0.347 -5.928
H4 0.831 5.811 0.709
F1 -1.724 -6.055 2.614
O1 -0.257 0.342 6.949
F2 -1.584 -4.713 4.357
C1 0.989 0.094 -4.211
C2 -1.525 0.027 2.840
H5 -0.791 5.010 2.437
O2 -3.282 1.127 3.718
C3 1.237 3.831 -0.051
C4 -0.313 4.309 1.753
H6 -1.109 2.442 -1.952
C5 1.004 0.731 -1.844
C6 -0.825 -0.937 -1.564
H7 1.179 -0.735 -6.168
C7 -0.862 -0.978 2.112
C8 -0.532 -2.117 2.887
H8 3.633 -1.387 -5.913
C9 -1.428 0.129 4.256
N1 -2.446 0.843 4.800
O3 -0.946 -3.592 0.734
C10 -0.603 2.942 1.848
H9 3.594 0.452 -2.059
H10 1.980 4.157 -0.784
C11 1.598 1.485 -0.857
C12 -2.748 1.090 -1.503
C13 -0.014 2.036 0.969
H11 -0.742 -0.919 1.029
C14 3.173 -0.571 -5.349
C15 0.928 2.450 0.010
H12 -0.036 -0.255 -4.037
O4 0.768 -4.326 2.456
C16 0.602 4.747 0.788
C17 -0.448 0.404 -1.741
C18 -1.805 -4.770 3.021
N2 -0.153 -0.731 6.326
C19 3.844 -0.448 -3.986
C20 1.682 -0.843 -5.202
H13 -4.135 -0.473 -0.953
C21 -0.292 -2.013 4.265
H14 4.877 -0.110 -4.106
H15 -0.060 -1.716 -1.618
C22 -3.108 -0.232 -1.227
H16 0.172 -2.839 4.794
H17 3.886 -1.434 -3.511
S1 -0.496 -3.728 2.103
N3 -2.721 0.676 2.504
H18 2.692 1.572 -0.868
O5 -3.283 0.900 1.434
C23 -1.418 1.413 -1.754
O6 0.404 -1.746 6.812
H19 -0.226 0.971 1.015
H20 3.259 1.548 -3.418
H21 -3.499 1.879 -1.490
F3 -3.039 -4.290 2.752
H22 -1.284 2.603 2.627
C24 -2.147 -1.245 -1.256
C25 3.123 0.516 -3.046
N4 1.693 0.219 -2.927
H23 1.518 -1.878 -4.877
C26 -0.619 -0.848 4.964

LUMO level	-2.62	eV
M	576.553	g/mol
HOMO level	-7.60	eV
HOMO-LUMO gap	0.183	hartree
strongest force on any atom	2.93	eV/Å

---

Formula: C26H23F4I2N3Ti
Source: the OMol25 dataset
Level of theory: ωB97M-V/def2-TZVPD

Geometry (Å):
C1 2.549 0.278 -1.263
N1 -2.452 0.609 0.626
H1 -4.261 1.628 0.193
C2 0.253 -2.407 1.582
C3 -3.282 1.431 -0.263
I1 2.136 2.551 3.511
C4 1.834 0.879 -3.626
C5 1.803 4.490 3.012
H2 -3.158 -1.257 -0.077
C6 0.831 -3.007 4.157
C7 -2.636 -0.283 -4.973
H3 -3.818 -1.231 -3.434
F1 1.126 -3.278 5.435
H4 5.905 0.155 -0.813
H5 5.164 -0.337 1.497
N2 0.311 -0.042 -2.037
H6 -3.415 -0.353 -5.720
F2 0.263 -0.819 4.814
C8 -1.894 -0.689 -2.714
F3 -0.079 -2.080 0.296
H7 -2.603 -1.259 1.598
C9 0.370 -1.742 3.843
C10 3.910 0.338 -1.568
C11 0.719 -3.660 1.889
N3 -0.384 -0.189 2.062
C12 3.076 -0.186 1.020
H8 -3.298 1.383 2.404
C13 0.061 -1.395 2.527
H9 -3.437 0.910 -1.207
C14 -0.403 0.354 -4.320
C15 1.019 -3.983 3.199
C16 -2.866 -0.774 -3.672
I2 0.100 3.043 -0.235
H10 -0.848 1.308 3.499
C17 4.431 -0.155 0.720
C18 2.102 0.032 0.049
C19 -3.128 -0.677 0.844
C20 4.850 0.121 -0.576
H11 1.390 -4.962 3.464
F4 0.863 -4.570 0.918
H12 2.454 4.945 2.286
C21 -0.646 -0.112 -3.014
Ti1 -0.001 0.331 0.159
C22 -1.338 0.568 2.862
C23 0.880 0.885 -4.588
H13 -2.779 2.375 -0.463
H14 0.873 4.942 3.314
H15 -4.161 -0.516 1.179
H16 2.814 1.283 -3.827
H17 -1.884 -0.109 3.525
H18 4.254 0.523 -2.578
C24 1.532 0.382 -2.330
H19 -2.045 -1.088 -1.720
C25 -2.313 1.300 1.924
C26 -1.425 0.267 -5.289
H20 -1.230 0.637 -6.288
H21 -1.958 2.307 1.717
H22 1.092 1.286 -5.573
H23 2.776 -0.382 2.046

LUMO level (alpha / beta)	-0.53 / -0.56	eV
ΔE to the lowest compared entry with this formula, charge and spin	7.5	kcal per mole
M	755.158	g/mol
HOMO level (alpha / beta)	-7.65 / -8.15	eV
HOMO-LUMO gap (alpha / beta)	0.262 / 0.279	hartree
spin multiplicity	3
strongest force on any atom	0.52	eV/Å

---

Formula: C26H23InN7O4S2
Source: the OMol25 dataset
Level of theory: ωB97M-V/def2-TZVPD

Geometry (Å):
C1 -1.322 3.908 1.990
N1 1.000 -1.244 2.237
H1 -3.145 1.606 -2.727
C2 1.961 -1.406 -1.843
C3 -2.588 -2.857 1.015
H2 -4.274 0.811 -6.776
O1 -1.229 0.853 -1.582
C4 3.368 -0.193 3.160
H3 -3.606 2.961 4.991
N2 0.185 -0.478 -2.818
O2 -0.442 -0.962 -5.325
C5 -0.730 2.810 1.295
H4 -2.450 -1.354 -0.537
H5 -1.100 4.921 1.696
H6 3.204 -4.001 -1.039
N3 1.005 -0.549 -1.718
C6 -3.278 2.031 4.537
N4 -0.814 -1.318 0.698
H7 -2.642 4.386 3.583
C7 3.827 -3.189 -1.407
C8 -2.443 -0.058 -6.123
C9 4.566 0.394 3.509
N5 -2.440 2.334 3.382
C10 3.728 -3.024 -2.905
H8 -4.756 1.880 -4.586
H9 -2.711 1.445 5.258
H10 4.450 -2.299 -3.275
H11 -0.176 -3.250 3.355
C11 2.614 0.351 2.115
H12 3.852 -3.967 -3.434
H13 -2.368 -4.230 2.647
C12 -0.901 0.252 -2.677
H14 5.964 1.973 3.105
C13 -0.194 -1.807 1.778
O3 -2.165 0.102 3.024
H15 4.606 2.961 1.291
C14 3.061 1.495 1.450
C15 -3.587 0.690 -5.949
H16 5.158 -0.029 4.309
C16 -1.931 -3.403 2.105
N6 1.420 -0.223 1.667
O4 0.122 2.902 0.362
C17 -3.857 1.295 -4.722
H17 4.854 -3.328 -1.072
C18 5.019 1.524 2.832
H18 -4.139 1.438 4.235
C19 -1.901 1.245 2.689
S1 3.234 -1.629 -0.673
C20 -2.156 3.608 3.009
N7 -1.081 1.559 1.645
C21 -0.712 -2.873 2.497
C22 -2.966 1.139 -3.685
H19 0.114 -0.962 -4.521
C23 -1.533 -0.226 -5.078
C24 -1.796 0.380 -3.835
S2 2.059 -2.399 -3.278
H20 2.457 1.931 0.661
H21 -3.551 -3.227 0.693
H22 3.002 -1.071 3.674
C25 -1.987 -1.809 0.331
C26 4.261 2.077 1.809
In1 0.097 0.630 0.024
H23 -2.218 -0.528 -7.071

LUMO level	-4.59	eV
total charge	+1
ΔE to the lowest compared entry with this formula, charge and spin	7.5	kcal per mole
M	676.467	g/mol
HOMO level	-10.20	eV
HOMO-LUMO gap	0.206	hartree
strongest force on any atom	1.03	eV/Å

---

Formula: C26H23IrN9O2
Source: the OMol25 dataset
Level of theory: ωB97M-V/def2-TZVPD

Geometry (Å):
N1 6.641 13.718 7.337
C1 5.342 18.240 8.345
C2 10.505 9.282 6.178
H1 11.365 6.157 5.184
C3 6.452 16.429 11.365
N2 8.006 12.123 7.867
H2 12.257 8.508 5.516
C4 7.357 7.580 7.403
H3 8.718 11.260 15.931
O1 7.204 6.176 7.268
C5 8.069 14.433 15.243
H4 8.706 5.914 5.808
H5 5.987 14.991 5.954
H6 8.663 13.476 17.132
N3 6.933 17.272 12.221
C6 8.725 7.837 6.712
H7 9.629 13.495 8.289
N4 9.640 11.147 12.072
C7 9.363 6.834 6.013
C8 6.811 12.416 7.403
N5 7.908 14.327 7.492
C9 5.820 15.608 9.268
C10 6.072 16.669 10.034
N6 7.269 16.678 13.399
H8 4.576 14.246 6.830
C11 7.832 11.888 14.223
C12 8.660 13.353 7.940
C13 11.238 8.261 5.694
H9 10.595 11.468 10.208
H10 6.552 8.308 7.052
N7 9.301 9.035 6.806
C14 5.621 14.662 6.925
C15 7.887 10.482 13.640
H11 7.724 5.816 8.019
C16 7.978 10.033 11.158
H12 8.616 9.806 14.202
C17 10.681 6.966 5.545
C18 7.448 12.960 13.465
H13 5.878 18.715 10.464
O2 6.592 15.137 11.934
C19 5.642 15.828 7.920
C20 5.444 17.141 7.467
C21 7.145 15.358 13.219
H14 10.777 10.358 6.224
C22 8.379 13.372 16.062
C23 9.825 11.067 10.771
H15 8.037 15.424 15.618
H16 5.454 17.280 6.389
H17 5.748 14.614 9.769
C24 7.515 14.252 13.995
N8 8.821 10.348 10.194
C25 8.279 12.116 15.485
Ir1 8.690 10.175 8.201
H18 6.923 9.964 13.642
N9 8.431 10.515 12.303
H19 4.991 19.223 8.008
H20 7.132 9.409 11.166
H21 5.962 11.720 7.235
H22 7.130 12.742 12.449
H23 7.423 7.875 8.530
C26 5.670 17.991 9.681

LUMO level (alpha / beta)	-12.06 / -16.11	eV
total charge	+4
ΔE to the lowest compared entry with this formula, charge and spin	27.9	kcal per mole
M	685.748	g/mol
HOMO level (alpha / beta)	-19.03 / -19.64	eV
HOMO-LUMO gap (alpha / beta)	0.256 / 0.130	hartree
spin multiplicity	6
strongest force on any atom	5.72	eV/Å

---

Formula: C26H23MnN3OS7
Source: the OMol25 dataset
Level of theory: ωB97M-V/def2-TZVPD

Geometry (Å):
C1 -2.068 -6.808 0.070
C2 3.497 1.064 -1.053
C3 -1.758 0.772 -3.611
C4 -0.528 -5.042 0.658
H1 1.675 -0.426 -2.521
H2 -2.012 0.696 4.930
C5 3.747 -3.872 -0.259
S1 0.346 2.564 -0.002
N1 -2.925 0.434 0.940
C6 -2.987 -5.847 -0.331
H3 -3.435 0.832 -1.396
C7 -1.188 -2.596 0.290
H4 0.908 -3.113 -1.954
H5 2.988 1.682 -1.795
C8 -1.426 0.519 -2.277
C9 -0.806 0.588 -4.587
N2 -1.954 0.429 -0.011
H6 -2.759 1.109 -3.848
H7 -1.038 0.784 -5.628
C10 1.455 3.012 1.267
H8 3.551 1.631 -0.122
C11 -0.842 -6.390 0.571
H9 4.103 -3.356 1.797
C12 -2.438 0.334 2.159
H10 1.237 -0.032 -4.939
S2 3.520 6.034 3.497
H11 -3.957 -6.147 -0.713
C13 2.848 4.678 2.780
C14 3.404 -3.318 0.969
S3 3.227 3.067 3.205
H12 2.971 -0.514 -0.034
H13 -2.119 -2.034 0.341
C15 -2.385 0.632 -1.211
C16 0.456 0.142 -4.211
C17 2.197 2.207 2.069
S4 2.269 0.472 2.101
C18 -2.917 0.095 4.899
O1 2.739 -0.117 -0.886
S5 -0.820 0.209 2.594
H14 -2.308 -7.863 0.004
H15 4.711 -4.347 -0.398
C19 2.177 -2.694 1.145
H16 -3.607 0.418 5.679
Mn1 0.017 0.173 0.272
C20 1.613 -3.174 -1.133
H17 0.427 -4.748 1.067
H18 -0.117 -7.124 0.906
H19 -2.655 -0.952 5.044
C21 -1.431 -4.056 0.236
H20 3.095 -4.211 -2.277
C22 -0.032 -1.907 0.259
S6 1.684 4.732 1.529
C23 2.841 -3.791 -1.310
H21 4.515 0.842 -1.402
C24 0.713 -0.078 -2.866
C25 -2.671 -4.501 -0.243
H22 1.923 -2.247 2.099
N3 -0.197 0.113 -1.908
H23 -3.396 -3.755 -0.551
S7 -3.768 0.348 3.334
C26 1.250 -2.617 0.099

LUMO level (alpha / beta)	4.32 / 4.33	eV
total charge	-2
M	672.897	g/mol
HOMO level (alpha / beta)	-0.96 / -1.02	eV
HOMO-LUMO gap (alpha / beta)	0.194 / 0.196	hartree
spin multiplicity	2
strongest force on any atom	1.00	eV/Å

---

Formula: C26H23N3OPSTl
Source: the OMol25 dataset
Level of theory: ωB97M-V/def2-TZVPD

Geometry (Å):
C1 4.419 2.578 0.440
C2 -3.850 0.504 3.327
N1 4.013 -2.783 -0.479
C3 3.675 -2.482 0.581
C4 -1.235 1.937 -0.269
C5 -2.047 0.286 -1.850
C6 3.008 2.787 -1.468
C7 -2.079 2.625 -2.409
H1 -3.913 0.040 5.416
H2 -2.770 1.064 -3.709
C8 0.459 -2.432 -1.790
H3 5.165 5.076 -0.456
C9 -1.977 -0.388 2.123
H4 5.270 2.875 1.037
C10 2.258 1.738 -0.989
C11 -1.225 -4.131 -1.622
H5 -2.676 -5.703 -1.479
H6 4.518 4.869 -2.094
H7 -0.695 -4.605 -2.439
C12 -0.758 -2.918 -1.128
N2 1.270 -1.571 -1.319
H8 -3.532 0.812 1.227
H9 -3.146 -2.456 1.253
H10 -2.314 3.414 -3.111
H11 -1.348 3.976 -0.905
C13 -1.491 -0.978 3.292
C14 -2.592 -2.923 0.450
H12 -0.578 -1.564 3.282
C15 -3.025 -4.151 -0.044
C16 -1.533 2.944 -1.169
C17 -2.335 1.304 -2.748
H13 -1.824 -1.278 5.384
C18 3.632 1.535 0.866
C19 4.974 4.356 -1.252
H14 -0.821 2.188 0.702
H15 5.943 3.965 -1.572
H16 -3.900 -4.619 0.385
C20 -2.344 -4.754 -1.082
P1 -1.105 -0.657 0.594
C21 -1.471 -2.294 -0.077
C22 -3.158 0.355 2.134
C23 4.120 3.235 -0.756
H17 2.730 3.250 -2.405
C24 -1.496 0.606 -0.611
O1 2.326 -1.255 -2.172
C25 -2.193 -0.825 4.475
H18 3.856 0.999 1.780
H19 0.705 -2.863 -2.759
C26 -3.369 -0.083 4.489
H20 3.071 -1.824 -1.877
H21 -4.765 1.080 3.347
Tl1 1.376 -0.652 0.857
N3 2.560 1.122 0.166
H22 -2.267 -0.741 -2.111
H23 1.400 1.367 -1.534
S1 3.080 -1.957 2.078

LUMO level	-7.06	eV
total charge	+2
ΔE to the lowest compared entry with this formula, charge and spin	0.0	kcal per mole
M	660.914	g/mol
HOMO level	-15.03	eV
HOMO-LUMO gap	0.293	hartree
strongest force on any atom	0.21	eV/Å

---

Formula: C26H23N7STi
Source: the OMol25 dataset
Level of theory: ωB97M-V/def2-TZVPD

Geometry (Å):
C1 -0.906 -3.769 -0.321
H1 1.633 1.574 2.098
H2 -5.370 -1.321 -1.668
C2 5.499 -3.849 0.188
H3 -3.760 3.285 1.234
N1 1.035 0.687 -0.831
Ti1 -0.719 0.384 0.025
H4 -7.167 -0.161 -0.332
C3 5.205 -2.826 1.089
H5 -1.443 -4.702 -0.324
C4 1.571 1.841 -1.301
C5 1.004 2.433 1.896
C6 0.709 -2.195 -0.245
H6 -4.880 -0.813 0.696
C7 -3.393 3.478 0.221
C8 2.949 1.746 -1.402
N2 -0.075 2.225 1.152
C9 -6.595 0.368 -1.094
H7 0.938 2.674 -1.569
H8 -1.305 5.366 1.107
H9 -3.327 4.562 0.112
C10 -2.057 2.866 0.074
N3 -4.461 -0.327 -0.089
H10 -2.500 -2.255 -0.640
C11 4.055 -2.077 0.921
C12 3.479 -3.385 -1.023
H11 3.826 -1.282 1.619
C13 -0.635 4.551 1.341
C14 3.178 -2.361 -0.126
C15 -0.881 3.279 0.865
C16 0.499 4.759 2.120
H12 4.886 -4.906 -1.576
H13 -6.481 1.407 -0.786
C17 6.698 -4.618 0.351
C18 -5.247 -0.290 -1.335
C19 2.107 -0.185 -0.598
C20 3.295 0.478 -0.941
N4 -0.523 -1.538 -0.424
H14 -4.657 0.239 -2.078
H15 4.281 0.045 -0.912
C21 -3.307 0.240 0.134
C22 -1.459 -2.504 -0.497
N5 -2.601 0.746 -0.958
C23 4.640 -4.122 -0.873
H16 -4.092 3.081 -0.511
H17 2.821 -3.584 -1.859
H18 2.218 3.812 2.999
H19 0.728 5.747 2.497
H20 1.202 -4.342 0.002
S1 -2.524 0.184 1.682
N6 -1.798 1.811 -0.631
H21 5.878 -2.625 1.910
H22 -7.175 0.349 -2.015
C24 1.949 -1.554 -0.303
N7 7.659 -5.233 0.480
C25 0.456 -3.582 -0.158
C26 1.327 3.689 2.399
H23 3.612 2.501 -1.790

LUMO level	-7.88	eV
total charge	+2
ΔE to the lowest compared entry with this formula, charge and spin	0.0	kcal per mole
M	513.453	g/mol
HOMO level	-13.95	eV
HOMO-LUMO gap	0.223	hartree
strongest force on any atom	0.57	eV/Å

---

Formula: C26H24Cl2IrN4O5
Source: the OMol25 dataset
Level of theory: ωB97M-V/def2-TZVPD

Geometry (Å):
C1 -0.715 -0.129 4.272
H1 -5.415 -2.556 0.114
H2 -0.854 4.430 -2.848
H3 1.230 3.132 3.579
O1 4.248 -3.192 0.643
H4 5.618 1.099 -2.002
C2 5.305 0.223 -1.453
H5 3.297 -3.250 0.827
C3 6.248 -0.740 -1.049
C4 -2.640 3.249 -2.958
H6 3.245 0.754 -1.442
C5 -0.499 0.256 2.940
Ir1 -0.675 -0.577 0.107
H7 0.844 2.840 -3.301
C6 -2.363 1.071 -1.898
N1 1.705 -2.296 0.548
H8 7.294 -0.599 -1.287
C7 -1.137 3.400 -2.631
Cl1 1.044 2.749 6.395
N2 -1.662 0.596 -2.947
H9 -2.310 -4.913 1.929
H10 -3.679 -0.935 -0.578
H11 0.189 -4.098 1.481
H12 -3.156 4.185 -2.752
H13 -3.776 2.483 -1.222
C8 -3.996 -3.852 1.094
Cl2 -1.571 -1.588 4.594
C9 -3.420 -1.825 -0.032
C10 -0.231 1.012 -3.039
H14 0.255 0.378 -3.776
H15 -0.406 2.587 -4.493
C11 0.209 1.442 2.710
H16 0.258 0.841 -2.083
H17 -0.420 0.318 6.333
C12 4.525 -2.074 -0.033
C13 3.567 -1.118 -0.426
C14 -0.313 -3.220 1.095
C15 -4.381 -2.734 0.370
C16 2.169 -1.264 -0.126
N3 -2.126 -2.012 0.252
C17 5.868 -1.862 -0.357
H18 6.588 -2.606 -0.046
O2 -2.133 0.717 -0.715
H19 -2.122 0.828 -3.820
C18 -2.653 -4.046 1.381
C19 0.691 2.216 3.784
N4 0.371 -2.237 0.630
C20 -0.182 2.490 -3.426
O3 -0.998 -0.586 2.028
C21 0.468 1.818 5.074
C22 -3.378 2.132 -2.172
H20 -2.753 3.076 -4.031
H21 -0.971 3.269 -1.555
H22 -4.734 -4.569 1.428
H23 0.894 2.926 1.307
C23 3.989 0.030 -1.142
C24 -0.242 0.639 5.315
C25 -1.738 -3.109 0.949
O4 0.008 1.447 0.335
O5 1.335 -0.330 -0.514
H24 -4.207 1.732 -2.761
C26 0.396 1.956 1.399

LUMO level (alpha / beta)	-6.71 / -9.73	eV
total charge	+2
ΔE to the lowest compared entry with this formula, charge and spin	79.5	kcal per mole
M	735.624	g/mol
HOMO level (alpha / beta)	-13.33 / -13.02	eV
HOMO-LUMO gap (alpha / beta)	0.243 / 0.121	hartree
spin multiplicity	2
strongest force on any atom	2.91	eV/Å

---

| no. | E (eV) |
| --- | --- |
| 1 | -64557.910 |
| 2 | -81992.035 |
| 3 | -72796.891 |
| 4 | -47630.458 |
| 5 | -141020.765 |
| 6 | -58654.976 |
| 7 | -71702.572 |
| 8 | -71416.105 |